6 unconnected molecules or ions with the total composition C44H47BClN2O14. Source: the OMol25 dataset; level of theory: ωB97M-V/def2-TZVPD.

## Properties
- E (eV) = -91232.801
- total charge = -1
- Kohn-Sham gap (eV) = 4.4
- strongest force on any atom (eV/Å) = 2.0

Cartesian coordinates (Å):
C  0.697  5.774  -4.638
C  1.742  5.818  -3.505
C  1.138  5.978  -2.105
B  2.195  5.786  -0.871
C  2.569  7.214  -0.102
C  2.686  7.235  1.435
C  1.630  8.080  2.166
C  0.169  7.805  1.800
N  -0.206  6.386  1.850
C  0.073  5.745  3.121
C  -1.392  6.105  1.195
C  -2.409  5.159  1.821
O  -1.662  6.613  0.133
O  3.450  5.103  -1.350
C  3.893  4.325  -0.280
C  2.593  3.720  0.266
N  2.120  2.556  -0.486
C  2.688  3.354  1.785
C  3.413  2.083  2.075
O  3.102  0.981  1.874
Cl  5.048  2.365  2.826
O  1.665  4.741  0.141
H  -0.248  5.352  -4.263
H  1.017  5.156  -5.486
H  0.462  6.781  -5.007
H  2.365  4.917  -3.540
H  2.403  6.679  -3.695
H  0.631  6.956  -2.061
H  0.336  5.226  -1.987
H  3.549  7.496  -0.523
H  1.882  8.023  -0.397
H  3.652  7.676  1.732
H  2.692  6.212  1.837
H  1.763  7.951  3.252
H  1.814  9.140  1.933
H  -0.476  8.379  2.492
H  -0.044  8.154  0.787
H  -0.413  6.249  3.975
H  1.154  5.760  3.297
H  -0.232  4.697  3.096
H  -2.233  4.885  2.859
H  -2.464  4.249  1.212
H  -3.378  5.663  1.740
H  4.601  3.560  -0.642
H  4.402  4.921  0.504
H  2.883  1.928  -0.729
H  1.718  2.910  -1.350
H  3.178  4.182  2.300
H  1.658  3.262  2.150
C  3.287  -1.439  -3.204
C  2.566  -2.555  -3.172
C  1.750  -2.902  -1.984
O  1.095  -3.928  -1.954
C  1.760  -1.967  -0.837
C  2.480  -0.847  -0.862
C  3.302  -0.498  -2.052
O  3.958  0.519  -2.094
H  3.893  -1.156  -4.056
H  2.536  -3.259  -3.995
H  1.144  -2.244  0.010
H  2.488  -0.142  -0.038
C  -1.188  -4.780  -0.522
C  -2.212  -5.102  -1.304
C  -3.605  -4.795  -0.912
O  -4.545  -5.089  -1.624
C  -3.815  -4.105  0.386
C  -2.792  -3.786  1.172
C  -1.399  -4.104  0.778
O  -0.463  -3.824  1.503
H  -0.160  -4.995  -0.785
H  -2.080  -5.609  -2.252
H  -4.841  -3.878  0.644
H  -2.917  -3.277  2.119
C  -5.755  0.022  -2.081
C  -6.533  0.449  -3.071
C  -6.907  -0.445  -4.197
O  -7.620  -0.055  -5.097
C  -6.379  -1.832  -4.176
C  -5.600  -2.263  -3.188
C  -5.229  -1.367  -2.063
O  -4.522  -1.759  -1.160
H  -5.463  0.652  -1.250
H  -6.929  1.456  -3.111
H  -6.670  -2.463  -5.006
H  -5.210  -3.273  -3.140
C  -2.143  -7.819  4.290
C  -2.101  -7.171  3.130
C  -2.422  -7.857  1.857
O  -2.366  -7.270  0.796
C  -2.811  -9.289  1.922
C  -2.855  -9.936  3.082
C  -2.520  -9.252  4.359
O  -2.562  -9.848  5.415
H  -1.906  -7.343  5.233
H  -1.823  -6.127  3.055
H  -3.046  -9.761  0.977
H  -3.130  -10.980  3.161
C  2.901  -5.650  0.250
C  1.954  -5.732  1.181
C  1.851  -6.920  2.061
O  0.996  -6.993  2.918
C  2.827  -8.021  1.857
C  3.774  -7.936  0.927
C  3.889  -6.739  0.053
O  4.754  -6.667  -0.794
H  2.999  -4.793  -0.400
H  1.217  -4.952  1.340
H  2.722  -8.878  2.511
H  4.503  -8.719  0.759

Forces on the atoms, in the same order (eV/Å):
-0.221 -0.028 0.208
-0.070 0.189 -0.154
-0.088 -0.113 -0.179
-0.134 0.060 0.179
0.136 0.070 -0.018
0.292 0.158 0.100
-0.056 -0.201 -0.054
0.435 0.026 -0.348
-0.762 0.341 0.770
0.239 -0.075 -0.011
0.392 -0.405 0.310
-0.051 -0.240 -0.133
-0.338 0.491 -0.469
0.116 0.064 0.154
0.180 -0.068 -0.416
-0.291 0.112 0.220
-0.082 -0.272 0.041
-0.162 0.365 0.094
0.429 1.779 0.121
-0.657 -1.901 -0.312
0.290 0.100 0.109
0.301 -0.114 0.122
0.196 0.014 -0.101
0.021 0.182 0.035
0.021 -0.163 0.014
-0.059 0.165 0.046
0.102 -0.327 0.030
0.013 -0.180 0.067
0.126 0.134 -0.011
-0.195 0.042 0.037
0.067 -0.165 -0.060
-0.114 -0.181 -0.015
-0.163 0.182 -0.118
-0.001 0.161 -0.169
-0.069 -0.162 0.143
0.036 -0.106 -0.086
0.075 -0.117 0.158
0.005 -0.083 -0.125
-0.196 -0.003 -0.045
0.104 0.190 0.000
-0.039 0.046 -0.098
0.044 0.141 0.130
0.188 -0.100 -0.006
-0.106 0.079 0.146
-0.114 -0.035 -0.085
-0.020 0.304 -0.078
0.121 0.030 0.067
-0.111 -0.151 -0.050
0.179 -0.161 -0.181
-0.001 -0.027 0.012
-0.006 0.016 -0.015
0.018 0.146 0.003
0.355 0.093 -0.280
0.002 -0.001 -0.011
-0.012 0.005 0.014
-0.067 0.036 0.017
0.054 -0.108 0.006
0.006 0.015 0.010
-0.009 -0.008 0.007
0.011 -0.012 0.013
-0.005 -0.016 -0.027
0.061 -0.167 0.062
-0.013 0.130 -0.039
0.037 0.033 -0.047
-0.014 -0.009 0.016
0.008 -0.073 0.099
0.007 -0.006 0.032
-0.265 -0.092 -0.152
-0.065 0.165 0.123
-0.303 -0.008 0.088
-0.020 -0.012 0.001
-0.001 0.005 -0.026
0.006 0.016 0.000
-0.001 0.002 -0.007
0.003 -0.012 0.004
0.010 0.017 0.015
-0.006 -0.015 0.005
0.008 -0.007 0.000
-0.016 -0.015 -0.029
-0.024 -0.014 -0.047
0.026 0.061 0.032
0.015 -0.003 -0.001
0.003 0.000 -0.014
-0.005 0.011 -0.007
-0.008 0.013 0.023
-0.045 -0.002 0.002
-0.026 0.029 0.068
0.041 0.039 -0.027
-0.053 -0.112 0.108
0.022 -0.016 0.005
0.018 0.013 -0.018
-0.018 0.020 -0.003
0.006 -0.003 -0.007
0.020 -0.015 0.000
0.049 -0.023 -0.016
-0.006 0.014 -0.007
0.001 0.002 0.016
0.112 -0.043 0.021
0.041 -0.014 0.023
0.049 0.051 -0.141
-0.090 -0.110 0.108
0.031 -0.001 0.027
-0.021 0.008 0.027
-0.050 0.012 -0.041
0.015 -0.011 0.012
0.020 -0.031 -0.014
0.094 -0.045 0.011
-0.010 -0.005 0.002
0.005 0.007 -0.013



A molecular structure, C44H47BFN3O2SScSi. Source: the OMol25 dataset; level of theory: ωB97M-V/def2-TZVPD.

## Properties
- E (eV) = -97771.565
- total charge = -1
- Kohn-Sham gap (eV) = 6.7
- strongest force on any atom (eV/Å) = 0.1

Cartesian coordinates (Å):
Sc  -2.275  -1.015  0.675
C  -1.052  -4.409  1.951
Si  -1.069  -4.275  0.089
C  -1.948  -5.810  -0.555
C  0.741  -4.372  -0.428
N  -1.895  -2.847  -0.438
C  -2.277  -2.716  -1.759
C  -1.721  -3.355  -2.883
C  -2.193  -3.125  -4.169
C  -3.239  -2.246  -4.410
C  -3.816  -1.585  -3.329
C  -3.323  -1.844  -2.080
F  -3.878  -1.177  -0.999
H  -0.598  -5.371  2.213
H  -2.054  -4.373  2.379
H  -0.462  -3.621  2.422
H  -1.415  -6.714  -0.246
H  -2.045  -5.829  -1.642
H  -2.955  -5.853  -0.131
H  1.166  -5.319  -0.082
H  1.311  -3.565  0.042
H  0.901  -4.309  -1.506
H  -0.891  -4.033  -2.740
H  -1.723  -3.639  -4.998
H  -3.594  -2.063  -5.415
H  -4.623  -0.875  -3.448
C  4.713  -1.601  -1.389
C  3.518  -0.638  -1.452
C  2.520  -1.186  -2.472
C  3.993  0.742  -1.922
C  2.897  -0.506  -0.062
C  3.692  -0.061  1.013
C  3.199  0.048  2.296
C  1.866  -0.286  2.521
S  0.965  -0.334  4.004
C  -0.426  -0.891  3.128
N  -0.252  -0.990  1.837
C  1.051  -0.686  1.468
C  1.570  -0.811  0.178
C  -1.689  -1.287  3.756
C  -1.815  -1.328  5.145
C  -2.993  -1.792  5.702
C  -4.024  -2.199  4.859
C  -3.882  -2.115  3.479
C  -2.711  -1.656  2.866
H  5.157  -1.709  -2.382
H  4.395  -2.589  -1.046
H  5.490  -1.242  -0.712
H  3.010  -1.267  -3.445
H  1.654  -0.533  -2.588
H  2.165  -2.180  -2.190
H  4.456  0.665  -2.911
H  4.731  1.164  -1.235
H  3.156  1.438  -1.989
H  4.728  0.201  0.837
H  3.836  0.379  3.107
H  0.910  -1.156  -0.606
H  -1.005  -1.000  5.790
H  -3.110  -1.835  6.777
H  -4.947  -2.575  5.287
H  -4.726  -2.414  2.862
C  1.906  6.270  -2.008
C  2.659  5.050  -2.556
C  3.162  5.394  -3.958
C  3.880  4.767  -1.670
C  1.738  3.828  -2.551
C  1.450  3.102  -3.704
C  0.627  1.969  -3.691
C  0.100  1.585  -2.483
O  -0.724  0.541  -2.184
B  -0.979  0.572  -0.778
O  -0.280  1.722  -0.280
C  0.370  2.302  -1.325
C  1.182  3.410  -1.330
H  2.557  7.148  -2.003
H  1.560  6.102  -0.987
H  1.033  6.490  -2.625
H  3.808  6.273  -3.906
H  2.336  5.624  -4.635
H  3.743  4.576  -4.388
H  4.543  5.636  -1.645
H  4.442  3.913  -2.055
H  3.586  4.535  -0.645
H  1.867  3.410  -4.652
H  0.412  1.418  -4.597
H  1.378  3.935  -0.403
C  -3.811  0.741  1.163
C  -3.347  1.360  2.387
C  -4.027  1.189  3.615
C  -3.515  1.649  4.805
C  -2.290  2.326  4.836
C  -1.616  2.546  3.632
C  -2.134  2.083  2.441
C  -1.736  2.773  6.078
N  -1.285  3.131  7.077
H  -3.651  1.355  0.274
H  -4.843  0.390  1.221
H  -4.967  0.650  3.613
H  -4.050  1.479  5.731
H  -0.670  3.075  3.641
H  -1.581  2.249  1.525

Forces on the atoms, in the same order (eV/Å):
-0.054 0.060 0.106
0.008 -0.006 0.031
-0.013 0.035 0.009
-0.031 -0.026 0.009
0.055 0.017 -0.006
-0.012 0.054 -0.139
0.040 -0.008 0.082
0.002 -0.008 -0.005
0.003 -0.004 0.014
-0.004 0.010 0.006
0.001 -0.005 -0.013
-0.022 0.026 -0.003
0.005 0.006 -0.060
-0.010 0.018 0.013
-0.009 0.000 0.015
-0.018 -0.021 -0.025
-0.007 0.007 -0.001
0.004 -0.002 0.015
0.011 -0.013 -0.016
0.002 0.005 -0.008
-0.014 -0.015 -0.019
0.001 0.004 -0.001
-0.001 0.004 -0.009
0.001 0.001 0.005
0.001 -0.003 0.009
0.007 -0.004 0.010
-0.012 0.008 0.002
-0.013 -0.017 0.021
-0.009 0.012 -0.023
0.040 -0.010 -0.012
-0.005 0.006 -0.003
-0.007 0.018 0.017
0.011 0.012 -0.003
0.021 0.006 0.027
0.001 -0.006 0.015
-0.020 0.015 -0.039
0.004 0.003 0.071
-0.034 -0.035 -0.025
0.018 -0.001 -0.016
0.023 0.024 0.041
0.009 0.008 0.022
0.012 0.007 -0.024
0.012 -0.001 0.005
-0.047 -0.014 -0.022
0.079 -0.031 -0.054
-0.002 -0.001 0.009
-0.002 0.010 -0.005
-0.001 0.004 0.005
-0.010 -0.002 -0.001
0.042 -0.039 -0.002
0.004 0.001 -0.004
-0.010 0.001 0.011
0.002 0.007 -0.013
-0.037 0.015 -0.009
0.002 -0.012 -0.005
-0.005 -0.010 -0.009
0.010 -0.012 0.019
-0.008 -0.007 0.005
-0.003 0.000 -0.001
-0.002 0.001 0.001
-0.003 0.004 0.007
-0.009 -0.010 -0.003
-0.003 -0.014 0.010
0.003 0.004 -0.006
-0.006 0.003 0.007
0.024 -0.023 0.020
-0.018 -0.014 0.018
0.026 0.034 -0.028
-0.119 0.065 0.005
0.049 -0.062 -0.013
-0.112 0.016 0.085
0.057 0.033 -0.100
-0.001 -0.058 0.034
0.009 0.038 -0.012
-0.004 -0.011 -0.001
0.002 0.003 -0.005
0.006 0.002 0.007
-0.005 -0.007 -0.003
0.009 -0.003 0.004
-0.004 0.007 0.001
-0.005 -0.013 0.000
0.006 -0.002 0.004
0.003 0.008 -0.011
0.006 -0.006 0.003
0.004 -0.007 0.009
-0.003 0.001 -0.009
0.070 -0.013 0.016
-0.010 -0.030 -0.030
0.001 -0.006 0.003
-0.005 -0.013 0.017
0.002 0.007 0.066
0.018 -0.002 -0.022
0.011 0.007 0.016
-0.015 -0.009 -0.071
-0.005 -0.006 0.007
0.019 -0.009 -0.018
-0.004 -0.015 -0.026
0.004 0.008 0.008
-0.001 -0.002 -0.009
0.001 -0.001 -0.003
-0.008 0.004 -0.001



> Which of these has the highest E?

C44H47BClN2O14